ORCA calculation (the ωB97M-V functional and the def2-TZVPD basis) on the molecule C4H6O2.

Computed properties:
ΔE to the lowest compared entry with this formula, charge and spin, eV: 0.777
SMILES: CC(=O)CC=O
HOMO-LUMO gap, hartree: 0.387

Last columns: bonded neighbours and bond lengths (Å).
Cartesian coordinates (Å):
1 C 1.46 0.22 -0.77  C2 1.510, H7 1.095, H8 1.097, H9 1.092
2 C 0.41 0.71 0.20  C1 1.510, O3 1.208, C4 1.533
3 O 0.22 1.88 0.45  C2 1.208
4 C -0.50 -0.37 0.80  C2 1.533, C5 1.517, H10 1.094, H11 1.092
5 C -1.69 -0.44 -0.13  C4 1.517, O6 1.209, H12 1.108
6 O -1.69 -1.10 -1.15  C5 1.209
7 H 1.08 -0.62 -1.36  C1 1.095
8 H 2.33 -0.13 -0.20  C1 1.097
9 H 1.77 1.04 -1.42  C1 1.092
10 H 0.00 -1.34 0.83  C4 1.094
11 H -0.81 -0.06 1.80  C4 1.092
12 H -2.55 0.20 0.14  C5 1.108